Density functional theory data (ωB97M-V with the def2-TZVPD basis set) for C22H26I2MoN6OS2 as an isolated structure at a distorted geometry.

```
60
Properties=species:S:1:pos:R:3:forces:R:3
Mo -0.489 -2.185 -0.389 -0.455 -0.343 0.894
C -2.097 1.309 1.867 0.107 -0.103 -0.117
C -1.822 0.332 0.764 -0.116 0.044 -0.071
N -0.756 -0.448 0.811 -0.023 0.018 0.093
N 0.109 -0.143 1.869 0.046 0.057 -0.187
C 0.875 -1.092 2.243 -0.080 -0.112 0.150
S 0.919 -2.670 1.462 0.068 -0.016 -0.099
S 1.979 -0.973 3.568 0.116 0.027 -0.131
C 2.106 0.818 3.872 0.023 -0.092 0.105
C 0.924 1.480 4.516 0.020 0.118 0.043
C 0.579 1.184 5.832 -0.071 -0.066 -0.063
C -0.470 1.847 6.447 -0.012 0.005 -0.011
C -1.175 2.826 5.757 0.004 0.001 -0.029
C -0.826 3.137 4.451 0.026 0.023 0.097
C 0.218 2.463 3.833 0.204 0.125 0.191
C -2.792 0.289 -0.329 -0.018 -0.076 0.018
C -3.982 1.039 -0.255 -0.044 -0.016 -0.054
C -4.858 1.093 -1.317 0.026 0.009 0.046
C -4.560 0.429 -2.506 0.028 -0.031 -0.039
C -3.399 -0.311 -2.622 -0.066 0.078 0.075
C -2.553 -0.401 -1.526 0.067 -0.082 0.072
O -1.478 -1.206 -1.628 0.124 0.221 -0.632
H -1.232 1.477 2.494 -0.125 -0.118 -0.098
H -2.891 0.896 2.498 -0.012 0.000 0.007
H -2.452 2.254 1.464 0.022 0.006 -0.006
H 2.393 1.307 2.942 -0.044 -0.043 -0.029
H 2.973 0.834 4.536 -0.014 0.120 -0.016
H 1.136 0.433 6.380 0.012 -0.005 0.007
H -0.726 1.615 7.471 -0.007 -0.001 0.008
H -1.981 3.357 6.244 -0.010 0.009 0.009
H -1.355 3.918 3.920 -0.013 0.018 -0.007
H 0.506 2.721 2.820 0.033 0.011 0.020
H -4.226 1.578 0.647 -0.010 -0.001 -0.004
H -5.771 1.664 -1.231 -0.009 0.009 0.005
H -5.242 0.487 -3.343 -0.006 0.012 -0.010
H -3.146 -0.840 -3.530 0.007 -0.013 0.001
I -3.024 -3.231 0.682 0.076 0.076 0.020
C -2.438 -5.160 0.020 -0.020 -0.060 0.034
I -0.509 -5.032 -0.869 0.069 0.178 -0.104
H -3.133 -5.492 -0.742 -0.007 -0.027 0.032
H -2.388 -5.831 0.870 -0.006 0.006 -0.007
C 3.132 1.464 -3.597 -0.004 -0.007 0.016
C 3.750 0.323 -4.399 0.027 0.023 -0.018
C 2.896 -0.049 -5.605 -0.001 -0.003 -0.010
C 4.067 -0.883 -3.515 0.033 -0.041 0.047
N 2.865 -1.444 -2.871 -0.060 0.085 0.057
C 2.313 -1.142 -1.703 0.013 -0.015 0.108
N 1.211 -1.860 -1.600 0.030 0.040 -0.263
N 1.108 -2.595 -2.733 0.003 -0.017 -0.083
N 2.096 -2.349 -3.491 0.071 -0.072 -0.039
H 3.057 2.360 -4.211 -0.005 -0.001 -0.014
H 3.728 1.719 -2.719 0.011 0.000 0.011
H 2.115 1.219 -3.274 -0.009 -0.002 0.008
H 4.732 0.646 -4.757 -0.011 0.019 0.003
H 1.915 -0.425 -5.306 -0.012 0.013 0.002
H 3.375 -0.811 -6.219 0.000 -0.024 0.006
H 2.732 0.828 -6.230 0.009 0.008 -0.007
H 4.743 -0.613 -2.704 0.012 -0.007 -0.021
H 4.506 -1.701 -4.083 -0.007 0.015 -0.011
H 2.711 -0.457 -0.975 -0.007 0.021 -0.005
```
Positions in Å, forces in eV/Å.

Output
- Multiplicity: 3
- Expectation value of S²: 2.03
- HOMO-LUMO gap (alpha / beta): 5.44 / 5.57 eV
- Total energy: -73936.110 eV
- Lowest unoccupied orbital energy (alpha / beta): -7.913 / -7.786 eV
- Total charge: +2

Results of the Löwdin charge analysis, in e, for atoms 1 through 5: atom 1 (Mo): 1.025, atom 2 (C): 0.009, atom 3 (C): -0.205, atom 4 (N): -0.126, atom 5 (N): -0.040